Entry 1:
Density functional theory data (ωB97M-V with the def2-TZVPD basis set) for a cluster of 3 separate species, C16H37BrNO7P2 in total in a non-equilibrium geometry.

Geometry (Å):
C (2.43052, -1.64687, 0.37798)
C (2.15107, -1.71983, -1.15368)
O (3.28315, -1.37835, -1.98169)
P (3.44992, 0.24854, -2.26614)
O (3.18702, 0.63723, -3.70427)
C (2.33503, 1.31914, -1.23506)
C (2.42151, 2.81851, -1.65273)
N (1.86869, 3.77815, -0.63350)
C (0.73318, 3.24821, 0.19677)
C (-0.53681, 2.84285, -0.62638)
C (-1.27993, 1.58877, -0.00998)
C (-2.74699, 1.92209, 0.44470)
O (-3.69061, 1.03900, -0.16584)
P (3.23925, 4.35036, 0.45548)
O (3.00343, 3.68856, 1.98771)
Br (2.88165, 6.55482, 0.77759)
O (5.06818, 0.60189, -1.99269)
C (5.44791, 0.30971, -0.63343)
C (6.95083, -0.10269, -0.50545)
H (3.20521, -2.37524, 0.70642)
H (1.47861, -1.88964, 0.91569)
H (2.77234, -0.65115, 0.73393)
H (1.22043, -1.17663, -1.42818)
H (1.92979, -2.78796, -1.36921)
H (2.64193, 1.25740, -0.16289)
H (1.29603, 0.97525, -1.39446)
H (1.97375, 3.02980, -2.64405)
H (3.50880, 3.05821, -1.75496)
H (1.54572, 4.62021, -1.12790)
H (0.41968, 4.08487, 0.86583)
H (1.01924, 2.42600, 0.87632)
H (-1.23679, 3.69759, -0.71950)
H (-0.26580, 2.53995, -1.66288)
H (-1.38414, 0.78028, -0.76883)
H (-0.73055, 1.14887, 0.84778)
H (-3.02945, 2.95838, 0.14860)
H (-2.84862, 1.80478, 1.54437)
H (-4.33319, 0.79060, 0.51243)
H (2.96322, 2.72686, 1.88725)
H (4.84311, -0.50285, -0.17575)
H (5.26443, 1.22218, -0.00668)
H (7.04923, -0.53552, 0.51797)
H (7.62769, 0.76825, -0.55553)
H (7.20285, -0.90687, -1.21925)
C (-8.56931, 0.59977, 0.86726)
C (-7.59215, -0.54461, 0.90535)
O (-6.54763, -0.46248, 1.51682)
C (-7.96268, -1.79539, 0.15488)
H (-8.17461, 1.43214, 1.44872)
H (-8.71670, 0.92897, -0.16268)
H (-9.52207, 0.29008, 1.29964)
H (-8.08351, -1.57041, -0.90606)
H (-8.88905, -2.20959, 0.55613)
H (-7.17006, -2.53380, 0.26890)
C (-1.53240, -5.15241, 1.61184)
C (-0.28927, -4.53139, 1.03606)
O (-0.24728, -3.35164, 0.75100)
C (0.90021, -5.43047, 0.82731)
H (-2.30610, -4.39161, 1.70720)
H (-1.89467, -5.94106, 0.95046)
H (-1.31957, -5.56313, 2.60021)
H (0.64389, -6.23118, 0.13189)
H (1.21905, -5.85333, 1.78131)
H (1.72333, -4.85214, 0.40780)

Its charge is +1. The energy is -4469.80865 Eh. For the highest occupied orbital energy, the calculation gives -11.403 eV. The value obtained for the molar mass is 497.3 g mol⁻¹. For the LUMO energy, the calculation gives -3.6 eV. The largest force on an atom is 4.89 eV/Å.

=====

Entry 2:
Density functional theory data (ωB97M-V with the def2-TZVPD basis set) for a structure of composition C24H31AsN6RuSSe.

Geometry (Å):
Ru (-0.15737, -0.95160, -0.06484)
N (1.42959, -2.70724, 0.82037)
N (2.75922, -2.64370, 0.38688)
C (3.06176, -1.86404, -0.65602)
N (4.31050, -1.79882, -1.07061)
S (1.85412, -0.97922, -1.50422)
H (1.39597, -2.68339, 1.83639)
H (1.00850, -3.57811, 0.50070)
H (3.44500, -3.24894, 0.82062)
H (5.06328, -2.31700, -0.63871)
H (4.53949, -1.22846, -1.87168)
C (-1.83184, -2.67519, 4.84013)
N (-1.73098, -3.82955, 3.94308)
C (-1.77162, -5.14022, 4.35208)
C (-1.67671, -5.91031, 3.24228)
N (-1.57327, -5.05974, 2.16706)
C (-1.46432, -5.49326, 0.77716)
C (-1.60476, -3.79027, 2.60818)
Se (-1.68901, -2.20619, 1.58639)
H (-2.01399, -3.05045, 5.84227)
H (-2.66285, -2.04674, 4.52967)
H (-0.90198, -2.11191, 4.82405)
H (-1.87377, -5.40895, 5.38883)
H (-1.68684, -6.97975, 3.12481)
H (-1.76268, -6.53609, 0.72383)
H (-0.43447, -5.40221, 0.43472)
H (-2.12960, -4.89819, 0.15680)
N (-2.29863, 0.15637, -0.07058)
H (-2.43701, 0.79761, -0.84971)
H (-2.43649, 0.69904, 0.78092)
H (-3.05836, -0.52130, -0.11165)
C (-2.57814, 4.97621, 1.15328)
C (-1.49626, 4.51051, 1.88967)
C (-0.66555, 3.53520, 1.36176)
C (-0.90945, 3.03590, 0.08113)
C (-2.00612, 3.49015, -0.65179)
C (-2.83201, 4.46623, -0.11212)
As (0.28136, 1.69610, -0.62030)
C (-0.37276, 1.34584, -2.41937)
C (-0.37697, 2.40454, -3.32882)
C (-0.83174, 2.21798, -4.62606)
C (-1.28374, 0.97384, -5.03756)
C (-1.29209, -0.09206, -4.14762)
C (-0.84461, 0.10025, -2.84942)
C (2.05219, 2.41322, -0.82639)
C (2.71930, 2.86186, 0.31264)
C (3.98119, 3.42374, 0.19298)
C (4.57967, 3.52494, -1.05563)
C (3.92312, 3.05424, -2.18487)
C (2.66239, 2.48518, -2.07658)
H (-3.22601, 5.73603, 1.56823)
H (-1.29617, 4.91068, 2.87410)
H (0.16989, 3.18322, 1.95498)
H (-2.21377, 3.11872, -1.64717)
H (-3.66858, 4.83555, -0.68945)
H (-0.02443, 3.38501, -3.02943)
H (-0.83138, 3.05047, -5.31666)
H (-1.63215, 0.83236, -6.05149)
H (-1.64448, -1.06436, -4.46213)
H (-0.89920, -0.79678, -2.20291)
H (2.26998, 2.78911, 1.29571)
H (4.49199, 3.78872, 1.07326)
H (5.56201, 3.96796, -1.14831)
H (4.38833, 3.13770, -3.15780)
H (2.17331, 2.10958, -2.96504)

Its charge is +3. The energy is -6390.95526 Eh. For the highest occupied orbital energy (alpha / beta), the calculation gives -15.895 / -16.484 eV. The value obtained for the molar mass is 690.6 g mol⁻¹. For the LUMO energy (alpha / beta), the calculation gives -7.5 / -10.9 eV. Its spin multiplicity is 6. The calculation puts the energy above the lowest of the compared OMol25 structures with the same formula, charge and spin at 53.0 kJ/mol. The largest force on an atom is 0.54 eV/Å.

=====

Entry 3:
Density functional theory data (ωB97M-V with the def2-TZVPD basis set) for a structure of composition C5H10O2 in a non-equilibrium geometry.

Geometry (Å):
O (2.05594, 0.76995, 0.37373)
C (1.66041, -0.49802, -0.12493)
C (0.11185, -0.66168, -0.19240)
C (-0.59654, 0.62405, -0.45526)
C (-1.87131, 0.34632, -1.21872)
O (-2.43977, -0.33464, -0.08598)
C (-1.21695, -0.17664, 0.62484)
H (2.97862, 0.91206, 0.12362)
H (2.18014, -1.30465, 0.41549)
H (1.99026, -0.57158, -1.18236)
H (0.65428, -0.05845, 2.21241)
H (-0.11244, -1.53654, -0.79835)
H (-0.05787, 1.55146, -0.36044)
H (-1.76922, -0.38606, -2.01653)
H (-2.42551, 1.21455, -1.56973)
H (0.21044, 0.41053, 2.57186)
H (-1.35233, -0.30065, 1.68273)

Its charge is 0. The energy is -346.81931 Eh. For the highest occupied orbital energy, the calculation gives -8.490 eV. The value obtained for the molar mass is 102.1 g mol⁻¹. For the LUMO energy, the calculation gives 0.8 eV. The calculation puts the energy above the lowest of the compared OMol25 structures with the same formula, charge and spin at 541.2 kJ/mol. The largest force on an atom is 1.04 eV/Å.

=====

Entry 4:
Density functional theory data (ωB97M-V with the def2-TZVPD basis set) for a structure of composition C5H13N in a non-equilibrium geometry.

Geometry (Å):
C (-0.20050, -1.00784, -0.80103)
C (-1.41180, -0.19617, -0.41395)
C (-1.45713, 1.08473, -0.92522)
C (0.71427, -0.78478, 0.39323)
C (2.19714, -0.89143, 0.16950)
N (-0.60071, 1.49158, 1.17533)
H (0.29692, -0.53760, -1.65302)
H (-0.43030, -2.05035, -1.01930)
H (-2.28778, -0.81790, -0.23747)
H (-2.29106, 1.74476, -0.77156)
H (-0.97356, 0.92814, 0.35743)
H (-1.24270, 1.32422, 1.95736)
H (0.34996, -1.38551, 1.22815)
H (0.41309, 0.26143, 0.76928)
H (2.76177, -0.77068, 1.07423)
H (2.59065, -1.86606, -0.15417)
H (2.57237, -0.17337, -0.58736)
H (-0.76786, 1.20764, -1.73910)
H (-0.23279, 2.43921, 1.17766)

Its charge is 0. The energy is -252.86318 Eh. For the highest occupied orbital energy, the calculation gives -7.920 eV. The value obtained for the molar mass is 87.2 g mol⁻¹. For the LUMO energy, the calculation gives 0.7 eV. The calculation puts the energy above the lowest of the compared OMol25 structures with the same formula, charge and spin at 524.8 kJ/mol. The largest force on an atom is 6.75 eV/Å.